Entry 1:
The following is a DFT calculation (wB97M-V/def2-TZVPD) of C20H24N2NiO3S as an isolated structure.

Each line ends with the Löwdin spin population.
Geometry (Å):
Ni  1.3418  -0.1921  -1.1678  1.4767
S  -2.2869  -1.1557  2.0001  0.0000
O  -2.1204  -1.4621  3.4287  0.0003
O  -3.4228  -1.7303  1.3183  0.0000
O  -0.9934  -1.1455  1.2207  0.0009
N  1.0899  -1.7221  -2.1352  0.0597
N  2.3517  -1.2250  -0.0451  0.0403
C  -0.5809  1.2110  -0.9365  0.0266
C  0.2674  -1.8897  -3.1969  0.0192
C  3.9192  -1.5749  1.7578  -0.0009
C  -3.8367  4.7389  2.2439  0.0000
C  2.7449  -2.4182  -0.6190  0.0155
C  -2.4089  2.7639  3.0293  0.0001
C  0.3023  -3.0337  -4.0018  0.0027
C  -3.4399  3.2838  2.2051  0.0000
C  3.7771  -3.1929  -0.0643  -0.0010
C  0.4440  1.6744  0.0128  0.0366
C  1.2541  -4.0342  -3.7249  0.0095
C  2.9008  -0.8393  1.1311  0.0250
C  -2.0457  1.4241  2.9491  0.0004
C  -4.0843  2.4159  1.2982  0.0001
C  -2.7181  0.6065  2.0547  0.0007
C  -3.7157  1.0762  1.2149  0.0004
C  4.3673  -2.7646  1.1456  0.0167
C  2.1283  -3.8732  -2.6224  0.0025
C  1.9034  1.3175  -2.2697  0.1764
C  1.9898  -2.7183  -1.8174  0.0125
H  1.3304  -4.9322  -4.3739  0.0004
H  -1.2700  0.9268  3.5304  0.0000
H  -3.2236  5.2778  2.9838  0.0000
H  -4.9008  4.8605  2.5223  0.0000
H  -0.6884  2.0756  -1.5834  -0.0002
H  -1.8745  3.4184  3.7086  0.0000
H  2.9753  1.4942  -2.0164  0.0157
H  4.1074  -4.0945  -0.6203  -0.0001
H  1.5306  1.5601  0.1076  0.0123
H  -0.0046  1.3042  0.9389  0.0019
H  2.4997  0.0672  1.5654  0.0018
H  -0.4395  -1.0971  -3.4035  0.0015
H  -0.6212  0.2915  -1.4954  0.0073
H  4.3610  -1.2084  2.6976  -0.0001
H  5.1835  -3.3514  1.6063  0.0008
H  2.9402  -4.5813  -2.3778  0.0003
H  0.3744  2.7627  -0.1071  0.0047
H  -4.8506  2.8163  0.6387  0.0000
H  -3.7227  5.2689  1.2787  0.0000
H  1.3355  2.2630  -2.1333  0.0136
H  -1.4760  1.1248  -0.2360  0.0043
H  -4.1373  0.3399  0.5429  0.0000
H  -0.4021  -3.1134  -4.8451  0.0003
H  1.8448  0.9860  -3.3383  0.0144

Its multiplicity is 3. The value obtained for the gap between HOMO and LUMO (alpha / beta) is 0.225 / 0.211 Eh. The calculation puts the HOMO energy (alpha / beta) at -7.812 / -7.817 eV. As for the expectation value of S²: 2.01. The value obtained for the LUMO energy (alpha / beta) is -1.691 / -2.065 eV. For the total energy, the calculation gives -3018.104474 hartree. As for the energy relative to the best compared isomer or geometry (same formula, charge and spin): 0.0 kcal/mol.

---

Entry 2:
The following is a DFT calculation (wB97M-V/def2-TZVPD) of a single C20H24N2O2 molecule.

Each line ends with the Löwdin charge.
Geometry (Å):
O  0.8193  -1.2033  1.7373  0.0605
O  7.0314  -0.5859  -0.0494  -0.0910
N  1.5286  0.1827  0.0551  0.1442
N  -0.7108  -0.0043  0.6320  0.1169
C  -0.9728  1.1804  -1.5503  -0.0179
C  -4.7320  -0.4301  -0.1652  -0.1837
C  4.9350  -0.9731  0.9225  0.0053
C  -5.0002  1.8558  0.5330  -0.0643
C  0.5862  -0.3834  0.8719  -0.5284
C  -6.6314  -1.7607  -1.1878  -0.0606
C  3.5684  -0.8162  0.9898  -0.0020
C  -3.3592  -0.2123  -0.2293  0.0153
C  -1.2817  1.1657  -0.0369  -0.4861
C  -3.6309  2.0556  0.4707  -0.0293
C  -2.7935  1.0157  0.0918  -0.1733
C  2.9082  -0.0355  0.0426  -0.2253
C  -5.2937  -1.7483  -0.5059  -0.3207
C  3.6545  0.5764  -0.9583  -0.0273
C  5.6836  -0.3600  -0.0824  -0.2832
C  -5.5518  0.6302  0.2171  -0.0298
C  5.0281  0.4198  -1.0264  -0.0285
C  -0.7565  2.4480  0.6221  -0.0291
C  -4.6554  -2.8755  -0.2092  0.0646
C  7.8315  0.0020  -1.0430  -0.0988
H  1.1910  0.7612  -0.6965  0.0959
H  -0.0566  1.7210  -1.7814  0.0722
H  -1.0925  3.3269  0.0779  0.0855
H  -5.6424  2.6712  0.8328  0.1052
H  3.1590  1.1868  -1.7018  0.1092
H  -1.7825  1.6834  -2.0754  0.0944
H  5.5679  0.9117  -1.8203  0.1010
H  -3.7155  -2.8855  0.3147  0.0631
H  -1.0978  2.5101  1.6529  0.0935
H  -2.7180  -1.0182  -0.5523  0.1198
H  -6.8234  -2.7345  -1.6307  0.0764
H  -6.6201  0.4946  0.2838  0.1081
H  -1.3280  -0.4211  1.3154  0.1450
H  0.3313  2.4447  0.6298  0.0780
H  -3.2341  3.0266  0.7177  0.1030
H  -5.0675  -3.8379  -0.4614  0.0627
H  7.5537  -0.3460  -2.0438  0.0941
H  2.9990  -1.2975  1.7665  0.1007
H  7.7765  1.0956  -1.0115  0.0939
H  -0.9005  0.1654  -1.9324  0.0937
H  -6.6725  -1.0010  -1.9664  0.0858
H  5.4539  -1.5765  1.6500  0.1193
H  8.8515  -0.3115  -0.8252  0.0916
H  -7.4259  -1.5539  -0.4712  0.0803

Its multiplicity is 1. The value obtained for the gap between HOMO and LUMO is 0.308 Eh. The calculation puts the HOMO energy at -7.737 eV. The value obtained for the LUMO energy is 0.633 eV. For the total energy, the calculation gives -1036.513656 hartree. Its SMILES is C=C(C)c1cccc(C(C)(C)NC(=O)Nc2ccc(OC)cc2)c1. As for the energy relative to the best compared isomer or geometry (same formula, charge and spin): 40.2 kcal/mol.

---

Entry 3:
The following is a DFT calculation (wB97M-V/def2-TZVPD) of a single C20H24N2O7 molecule.

Each line ends with the Löwdin charge.
Geometry (Å):
O  -5.1629  -0.6248  0.1069  -0.1101
O  1.2720  -0.9624  -1.3919  0.1104
O  -2.4392  -0.4807  -0.6385  -0.0962
O  1.4471  -1.6061  0.7526  -0.0099
O  6.4678  1.8430  0.8487  0.0709
O  2.3091  3.0210  0.0641  0.1203
O  1.4498  1.7077  -1.5409  -0.0076
N  4.7894  1.3574  -0.5979  0.1744
N  5.0075  0.2039  1.3912  0.1335
C  3.1514  -0.2687  -0.0962  -0.0416
C  -6.5251  -0.6662  0.4522  -0.0788
C  5.5012  1.1659  0.5855  -0.5354
C  4.0194  -0.7901  1.0255  -0.2911
C  -4.2901  2.8402  1.0184  -0.0783
C  -2.3637  1.7451  0.0829  -0.1281
C  -4.4746  0.5490  0.2769  -0.1863
C  0.1896  -2.2729  0.6470  -0.2017
C  -0.9831  1.7511  -0.3564  0.0170
C  -3.0969  -1.4837  -1.3848  -0.0549
C  3.5784  0.7687  -0.8492  -0.1537
C  0.3146  -3.6111  -0.0689  -0.0573
C  -3.1226  0.5746  -0.1185  -0.1401
C  2.7612  1.3766  -1.9634  -0.0756
C  1.8765  -0.9535  -0.3448  -0.4377
C  -2.9634  2.8672  0.6594  -0.0325
C  -0.0292  2.6123  0.0243  0.0363
C  4.6980  -2.1014  0.6020  -0.0208
C  1.3494  2.4948  -0.4530  -0.4788
C  -5.0407  1.6893  0.8290  -0.0182
H  5.0271  2.2104  -1.0856  0.1579
H  -6.8547  -1.6753  0.2087  0.0960
H  -0.6499  -4.1109  -0.0741  0.0748
H  3.9439  -2.8448  0.3605  0.0751
H  3.3926  -0.9833  1.9045  0.1473
H  -6.0754  1.6877  1.1308  0.1026
H  -2.3042  -1.9912  -1.9352  0.0967
H  5.3208  -2.4823  1.4083  0.0776
H  1.0399  -4.2454  0.4361  0.0757
H  -0.7108  0.9622  -1.0445  0.1218
H  -3.8114  -1.0549  -2.0899  0.1025
H  5.3209  -1.9334  -0.2738  0.0886
H  -0.5139  -1.6225  0.1182  0.0998
H  -0.1875  3.3851  0.7612  0.1165
H  -3.6108  -2.1974  -0.7379  0.0917
H  5.5344  0.0389  2.2351  0.1559
H  3.2644  2.2754  -2.3411  0.1379
H  -6.6765  -0.4863  1.5213  0.0976
H  0.6363  -3.4525  -1.0950  0.0730
H  -7.1115  0.0541  -0.1271  0.0987
H  -0.1377  -2.4102  1.6799  0.1277
H  -2.3820  3.7641  0.7956  0.1085
H  2.6132  0.6560  -2.7706  0.1426
H  -4.7579  3.7104  1.4522  0.1051

Its multiplicity is 1. The value obtained for the gap between HOMO and LUMO is 0.314 Eh. The calculation puts the HOMO energy at -8.467 eV. The value obtained for the LUMO energy is 0.069 eV. For the total energy, the calculation gives -1412.727946 hartree. Its SMILES is CCOC(=O)C1=C(COC(=O)/C=C/c2cccc(OC)c2OC)NC(=O)N[C@@H]1C. As for the energy relative to the best compared isomer or geometry (same formula, charge and spin): 15.3 kcal/mol.